116
Properties=species:S:1:pos:R:3:lowdin_charge:R:1 method="wB97M-V/def2-TZVPD" e_homo_ev=-4.606 homo_lumo_gap_ev=5.1 molar_mass_da=846.09 max_force_ev_per_a=0.31 total_energy_ha=-3377.96882 charge=-1
Na -0.703 0.703 0.596 0.275
O -7.779 2.982 2.082 -0.051
C -7.347 2.679 0.955 -0.696
O -7.931 2.578 -0.138 -0.044
C -5.822 2.398 0.904 -0.084
C -5.195 2.027 -0.274 0.052
C -3.828 1.768 -0.283 -0.179
N -3.079 1.859 0.821 0.152
C -3.678 2.248 1.946 -0.228
C -5.035 2.517 2.039 0.045
C -2.798 2.399 3.142 -0.231
C -3.249 2.014 4.407 -0.022
C -2.415 2.183 5.497 -0.079
C -1.157 2.731 5.295 -0.081
C -0.795 3.072 4.001 -0.163
N -1.581 2.909 2.943 0.141
C -3.116 1.377 -1.544 -0.190
C -3.714 1.484 -2.797 -0.004
C -2.984 1.125 -3.916 -0.059
C -1.685 0.665 -3.764 -0.069
C -1.167 0.584 -2.480 -0.116
N -1.866 0.939 -1.406 0.097
H -5.819 1.940 -1.152 0.109
H -5.509 2.834 2.958 0.118
H -4.240 1.593 4.514 0.117
H -2.745 1.897 6.488 0.105
H -0.472 2.898 6.115 0.097
H 0.182 3.502 3.801 0.102
H -4.724 1.850 -2.898 0.107
H -3.428 1.207 -4.900 0.106
H -1.081 0.375 -4.613 0.095
H -0.158 0.228 -2.299 0.102
N 0.941 -3.891 3.464 0.223
C 0.108 -3.240 2.340 -0.298
C 0.714 -1.883 2.087 -0.141
C 0.585 -0.931 3.284 -0.366
N 0.586 0.426 2.773 0.065
C -0.698 -1.192 4.102 -0.102
C -1.812 -1.831 3.276 -0.361
N -2.128 -0.966 2.146 0.096
C -1.357 -3.201 2.760 -0.121
H 1.924 -3.911 3.190 0.166
H 0.626 -4.841 3.653 0.161
H 0.861 -3.343 4.322 0.140
H 0.234 -3.894 1.476 0.084
H 0.180 -1.475 1.231 0.061
H 1.754 -1.966 1.764 0.103
H 1.451 -1.101 3.954 0.129
H 1.190 0.525 1.943 0.030
H 0.855 1.097 3.481 0.071
H -1.031 -0.240 4.523 0.104
H -0.498 -1.841 4.970 0.107
H -2.681 -2.000 3.929 0.138
H -2.594 -0.120 2.453 0.063
H -2.714 -1.426 1.457 0.086
H -1.921 -3.464 1.862 0.080
H -1.563 -3.977 3.508 0.119
C 4.992 3.418 0.340 -0.028
C 3.466 3.455 0.391 -0.650
C 2.957 4.870 0.144 -0.030
C 2.967 2.953 1.743 -0.039
O 2.952 2.662 -0.667 -0.112
Si 2.638 1.033 -0.740 0.020
O 1.459 0.498 0.148 -0.292
O 2.322 0.743 -2.335 -0.108
C 2.721 1.392 -3.537 -0.641
C 2.353 0.431 -4.662 -0.025
C 4.226 1.648 -3.538 -0.022
C 1.947 2.699 -3.691 -0.017
O 4.115 0.365 -0.347 -0.114
C 4.476 -1.004 -0.236 -0.647
C 5.776 -1.192 -1.012 -0.029
C 4.712 -1.280 1.249 -0.031
C 3.396 -1.931 -0.789 -0.031
H 5.420 3.994 1.164 0.082
H 5.346 3.847 -0.600 0.084
H 5.342 2.389 0.403 0.073
H 3.344 5.563 0.894 0.082
H 1.867 4.890 0.178 0.089
H 3.277 5.210 -0.842 0.083
H 3.297 3.628 2.538 0.087
H 3.357 1.955 1.953 0.079
H 1.877 2.908 1.747 0.077
H 2.909 -0.502 -4.562 0.085
H 2.574 0.868 -5.637 0.085
H 1.288 0.198 -4.614 0.066
H 4.767 0.707 -3.420 0.074
H 4.503 2.311 -2.721 0.075
H 4.533 2.105 -4.482 0.086
H 0.875 2.499 -3.721 0.077
H 2.231 3.205 -4.618 0.085
H 2.153 3.359 -2.851 0.074
H 6.534 -0.497 -0.647 0.085
H 5.609 -0.995 -2.071 0.072
H 6.153 -2.212 -0.905 0.083
H 5.481 -0.606 1.633 0.084
H 5.032 -2.311 1.418 0.078
H 3.793 -1.088 1.809 0.066
H 3.278 -1.786 -1.863 0.087
H 2.428 -1.731 -0.332 0.055
H 3.668 -2.975 -0.613 0.088
O -4.761 -4.981 -6.013 0.093
C -4.381 -5.696 -4.919 -0.493
O -4.748 -6.838 -4.819 0.087
C -3.532 -5.000 -3.924 -0.167
C -2.952 -3.743 -4.123 -0.044
C -2.165 -3.158 -3.154 -0.123
C -1.920 -3.790 -1.922 -0.736
S -0.937 -3.028 -0.709 0.585
C -2.508 -5.055 -1.738 -0.128
C -3.285 -5.644 -2.710 -0.034
H -4.460 -4.072 -5.919 0.076
H -3.078 -3.193 -5.052 0.103
H -1.722 -2.186 -3.332 0.077
H -2.334 -5.571 -0.802 0.085
H -3.726 -6.619 -2.549 0.113

40
Properties=species:S:1:pos:R:3:lowdin_charge:R:1 method="wB97M-V/def2-TZVPD" e_homo_ev=-8.840 homo_lumo_gap_ev=9.4 molar_mass_da=332.32 max_force_ev_per_a=0.94 total_energy_ha=-1176.50010 charge=0
O -1.415 2.096 -0.660 0.064
C -1.423 1.587 0.448 -0.439
N -0.497 1.889 1.383 -0.042
C -0.149 1.067 2.526 -0.100
H -0.723 0.143 2.507 0.106
C 1.352 0.709 2.426 -0.107
N 1.744 0.693 1.031 -0.043
C 1.385 -0.429 0.326 -0.369
O 0.845 -1.376 0.871 0.103
C 1.749 -0.462 -1.099 -0.186
C 2.781 0.074 -1.832 -0.009
C 2.627 -0.420 -3.143 -0.039
C 1.520 -1.219 -3.115 -0.089
O 1.000 -1.258 -1.890 0.052
H 1.006 -1.771 -3.877 0.127
H 3.251 -0.210 -3.987 0.103
H 3.561 0.714 -1.473 0.117
C 1.759 2.020 0.452 -0.113
H 2.699 2.524 0.700 0.127
C 0.558 2.815 1.016 -0.100
H 0.169 3.500 0.262 0.126
H 0.836 3.378 1.909 0.127
H 1.671 1.940 -0.630 0.112
H 1.977 1.439 2.944 0.126
H 1.525 -0.282 2.845 0.130
H -0.354 1.610 3.455 0.129
C -2.530 0.606 0.826 -0.014
C -2.221 -0.732 0.213 -0.238
C -2.155 -1.886 0.903 0.042
C -1.861 -3.134 0.226 -0.461
O -1.798 -4.226 0.739 0.076
N -1.678 -2.989 -1.149 0.218
C -1.730 -1.835 -1.885 -0.518
O -1.565 -1.796 -3.081 0.076
N -2.026 -0.714 -1.140 0.191
H -2.008 0.182 -1.618 0.154
H -1.446 -3.833 -1.660 0.172
H -2.311 -1.931 1.966 0.124
H -3.445 0.993 0.367 0.142
H -2.682 0.524 1.898 0.120

120
Properties=species:S:1:pos:R:3:lowdin_charge:R:1 method="wB97M-V/def2-TZVPD" e_homo_ev=-9.046 homo_lumo_gap_ev=9.5 molar_mass_da=938.03 max_force_ev_per_a=1.65 total_energy_ha=-3231.98880 charge=0
C 14.054 -21.015 12.876 -0.010
C 15.347 -21.449 13.555 -0.561
O 16.170 -22.147 12.985 0.038
N 15.613 -20.858 14.739 0.015
C 16.828 -21.227 15.511 -0.051
H 13.153 -20.974 13.505 0.066
H 13.885 -21.761 12.108 0.070
H 14.183 -20.052 12.377 0.086
H 14.867 -20.345 15.172 0.114
H 17.636 -21.488 14.841 0.075
H 16.594 -22.120 16.098 0.077
H 17.136 -20.445 16.207 0.077
F 8.826 -24.607 9.002 0.026
C 9.113 -25.512 8.012 -0.260
C 8.498 -26.755 8.034 -0.016
C 8.832 -27.655 7.018 -0.084
C 9.765 -27.334 6.030 -0.098
C 10.276 -26.040 5.935 -0.071
C 9.931 -25.139 6.948 -0.021
H 7.861 -27.037 8.862 0.115
H 8.426 -28.666 7.011 0.106
H 10.015 -28.091 5.296 0.100
H 10.938 -25.734 5.128 0.107
H 10.363 -24.139 6.964 0.099
F 18.100 -23.224 5.852 0.015
C 16.717 -23.259 5.987 -0.229
C 15.851 -22.401 5.281 -0.017
C 14.482 -22.405 5.579 -0.074
C 14.039 -23.343 6.510 -0.114
C 14.870 -24.227 7.189 -0.080
C 16.229 -24.191 6.915 -0.017
H 16.248 -21.705 4.547 0.111
H 13.805 -21.681 5.138 0.090
H 12.991 -23.383 6.780 0.077
H 14.470 -24.822 8.005 0.108
H 16.934 -24.800 7.468 0.116
F 5.144 -22.365 14.605 0.051
C 5.566 -21.671 13.520 -0.290
C 6.393 -22.333 12.637 -0.022
C 6.866 -21.622 11.536 -0.071
C 6.431 -20.301 11.266 -0.077
C 5.543 -19.652 12.115 -0.082
C 5.140 -20.369 13.259 -0.023
H 6.700 -23.353 12.849 0.118
H 7.602 -22.085 10.879 0.098
H 6.790 -19.795 10.381 0.072
H 5.161 -18.659 11.890 0.110
H 4.410 -19.930 13.933 0.115
F 6.864 -19.582 4.808 0.028
C 7.714 -19.627 5.893 -0.243
C 7.478 -18.746 6.965 -0.020
C 8.105 -18.954 8.183 -0.093
C 9.051 -19.982 8.331 -0.079
C 9.393 -20.738 7.223 -0.075
C 8.711 -20.600 5.993 -0.006
H 6.740 -17.963 6.847 0.112
H 7.861 -18.319 9.037 0.101
H 9.609 -20.089 9.255 0.079
H 10.216 -21.445 7.336 0.096
H 8.972 -21.293 5.193 0.114
F 13.537 -18.985 7.084 0.027
C 12.757 -18.160 6.303 -0.242
C 12.255 -16.946 6.769 -0.015
C 11.483 -16.167 5.917 -0.082
C 11.235 -16.571 4.602 -0.095
C 11.862 -17.695 4.080 -0.074
C 12.643 -18.469 4.948 -0.021
H 12.356 -16.644 7.805 0.105
H 11.029 -15.269 6.328 0.101
H 10.590 -15.973 3.971 0.100
H 11.756 -17.984 3.044 0.104
H 13.177 -19.339 4.577 0.102
F 12.347 -19.343 15.646 0.041
C 11.073 -19.038 15.308 -0.286
C 10.809 -17.843 14.661 -0.025
C 9.530 -17.677 14.129 -0.085
C 8.543 -18.672 14.255 -0.084
C 8.870 -19.880 14.866 -0.063
C 10.150 -20.059 15.429 0.002
H 11.604 -17.125 14.489 0.109
H 9.317 -16.734 13.626 0.106
H 7.577 -18.581 13.767 0.086
H 8.151 -20.705 14.824 0.103
H 10.479 -21.001 15.872 0.105
F 10.577 -16.768 10.480 0.051
C 11.272 -15.629 10.595 -0.308
C 10.893 -14.510 9.883 -0.026
C 11.562 -13.326 10.117 -0.086
C 12.634 -13.305 10.988 -0.095
C 12.948 -14.417 11.767 -0.070
C 12.293 -15.622 11.525 -0.017
H 10.079 -14.544 9.174 0.117
H 11.278 -12.464 9.532 0.108
H 13.210 -12.388 11.066 0.104
H 13.646 -14.319 12.594 0.109
H 12.461 -16.517 12.127 0.110
F 13.672 -23.102 16.372 0.060
C 12.392 -23.413 16.090 -0.281
C 11.461 -23.577 17.105 -0.023
C 10.198 -24.006 16.721 -0.082
C 9.824 -24.140 15.362 -0.092
C 10.704 -23.778 14.356 -0.076
C 12.000 -23.422 14.755 -0.014
H 11.721 -23.425 18.152 0.121
H 9.464 -24.189 17.500 0.104
H 8.855 -24.563 15.114 0.099
H 10.450 -23.844 13.301 0.091
H 12.756 -23.228 14.003 0.106
F 12.621 -23.126 9.147 0.044
C 12.077 -22.148 9.918 -0.260
C 11.004 -22.438 10.778 -0.016
C 10.442 -21.444 11.562 -0.095
C 10.958 -20.156 11.468 -0.102
C 12.035 -19.861 10.642 -0.093
C 12.618 -20.872 9.869 -0.018
H 10.596 -23.446 10.826 0.108
H 9.563 -21.632 12.169 0.088
H 10.457 -19.374 12.034 0.094
H 12.383 -18.837 10.519 0.103
H 13.405 -20.631 9.156 0.119